{
  "formula": "C17H16AgNO2STe",
  "method": "ωB97M-V with the def2-TZVPD basis set",
  "symbols": ["Ag", "N", "C", "C", "C", "C", "C", "C", "C", "H", "H", "H", "H", "H", "C", "Te", "C", "C", "C", "C", "C", "C", "C", "H", "H", "H", "H", "H", "H", "H", "H", "S", "C", "O", "C", "O", "H", "H", "H"],
  "xyz": [[-1.424, -2.913, -0.037], [0.730, -1.728, -0.378], [1.808, -2.124, -0.306], [3.124, -2.636, -0.148], [3.792, -3.199, -1.240], [5.080, -3.679, -1.082], [5.710, -3.606, 0.156], [5.040, -3.056, 1.245], [3.752, -2.572, 1.099], [3.280, -3.266, -2.190], [5.592, -4.123, -1.927], [6.716, -3.991, 0.277], [5.523, -3.009, 2.214], [3.214, -2.154, 1.939], [0.158, 1.839, -0.414], [-1.554, 0.517, -0.102], [-2.654, 2.378, 0.004], [-1.679, 3.520, -0.100], [-2.115, 4.845, -0.011], [-1.229, 5.905, -0.108], [0.126, 5.649, -0.293], [0.567, 4.339, -0.382], [-0.319, 3.262, -0.292], [0.588, 1.665, -1.402], [0.936, 1.625, 0.320], [-3.206, 2.423, 0.943], [-3.384, 2.421, -0.807], [-3.172, 5.037, 0.141], [-1.590, 6.925, -0.041], [0.832, 6.468, -0.370], [1.623, 4.134, -0.523], [-0.093, -4.944, -0.234], [-5.747, -2.598, 0.707], [-4.400, -2.980, 0.464], [-3.450, -1.995, 0.276], [-3.873, -0.834, 0.297], [-6.143, -3.265, 1.475], [-6.344, -2.718, -0.203], [-5.816, -1.562, 1.034]],
  "forces_ev_per_angstrom": [[-0.724, -1.059, 0.127], [0.408, 0.665, -0.174], [-0.278, 0.016, 0.138], [0.353, -0.279, -0.005], [-0.083, 0.098, 0.134], [0.060, 0.036, 0.099], [-0.054, -0.008, 0.007], [0.074, -0.032, -0.091], [-0.086, 0.031, -0.199], [-0.043, -0.049, 0.030], [0.003, -0.010, 0.012], [-0.010, 0.007, -0.001], [0.002, -0.020, -0.005], [-0.021, -0.023, -0.004], [-0.090, -0.020, 0.014], [0.269, 0.160, -0.053], [-0.032, -0.062, 0.008], [-0.008, 0.032, -0.002], [0.036, -0.020, 0.014], [0.007, -0.010, -0.013], [-0.015, -0.019, 0.001], [-0.029, -0.008, 0.016], [0.006, 0.026, -0.023], [-0.010, -0.004, -0.001], [-0.014, -0.002, 0.014], [0.000, -0.007, -0.006], [0.004, -0.007, 0.004], [-0.004, 0.000, -0.010], [0.003, 0.002, 0.013], [0.002, 0.003, 0.006], [-0.003, 0.000, -0.014], [0.066, 0.394, -0.004], [0.047, 0.005, -0.030], [-0.228, -0.240, 0.134], [0.396, 0.442, -0.144], [-0.020, -0.047, 0.016], [0.001, -0.027, -0.004], [0.004, 0.019, -0.030], [0.010, 0.013, 0.028]],
  "homo_energy_ev": 1.184,
  "orbital_gap_ev": 3.1,
  "total_charge": -2,
  "total_energy_ha": -1675.72131,
  "largest_force_ev_per_a": 1.29
}